(1)
{"formula": "C28H58BN2O19P3S", "method": "ωB97M-V/def2-TZVPD", "elements": ["C", "C", "O", "C", "C", "C", "C", "O", "O", "C", "O", "C", "N", "S", "N", "C", "C", "O", "B", "O", "O", "H", "H", "H", "H", "H", "H", "H", "H", "H", "H", "H", "H", "H", "O", "P", "O", "C", "C", "O", "C", "C", "O", "C", "C", "H", "H", "H", "H", "H", "H", "H", "H", "H", "H", "H", "H", "H", "H", "H", "O", "P", "O", "C", "C", "O", "C", "C", "O", "C", "C", "H", "H", "H", "H", "H", "H", "H", "H", "H", "H", "H", "H", "H", "H", "H", "O", "P", "O", "C", "C", "O", "C", "C", "O", "C", "C", "H", "H", "H", "H", "H", "H", "H", "H", "H", "H", "H", "H", "H", "H", "H"], "positions_angstrom": [[0.5807, -0.7002, 2.3506], [-0.9555, -1.0039, 2.4046], [-1.4675, -1.3494, 1.1204], [-2.7663, -0.8315, 0.8675], [-3.7896, -1.1014, 1.9744], [-4.3724, -2.4308, 2.1432], [-4.0320, -3.6021, 1.2227], [-2.8979, -4.3909, 1.6309], [-2.4286, -3.9326, 2.8747], [-5.2620, -2.6496, 3.1603], [-5.7757, -3.9155, 3.3425], [-5.6262, -1.5873, 4.0511], [-6.4465, -1.6146, 5.0918], [-6.5408, -0.1317, 5.7290], [-5.5159, 0.6435, 4.7342], [-5.0670, -0.2420, 3.8609], [-4.1272, -0.0428, 2.7809], [-3.5487, 1.2029, 2.5793], [-4.5800, 2.0653, 2.0948], [-5.0535, 1.9264, 0.7924], [-5.1253, 3.0064, 2.9144], [1.0367, -1.1707, 3.2347], [1.0377, -1.0011, 1.3982], [0.6848, 0.3948, 2.4629], [-1.4357, -0.1340, 2.8772], [-1.0626, -1.8965, 3.0487], [-2.6874, 0.2492, 0.6565], [-3.1047, -1.2911, -0.0780], [-4.9314, -4.2315, 1.1427], [-3.8290, -3.1834, 0.2204], [-2.6734, -4.6398, 3.4932], [-6.7159, -3.9456, 3.1177], [-5.7068, 1.2115, 0.8050], [-4.7304, 2.8881, 3.7921], [4.6882, -5.8661, -1.2802], [4.6237, -5.0189, -0.0479], [3.2417, -4.1756, -0.2920], [2.0026, -4.8477, -0.0431], [1.8023, -5.1531, 1.4305], [5.7330, -3.8808, -0.5067], [6.6133, -4.1376, -1.6010], [6.0103, -3.6928, -2.9229], [4.7608, -4.4436, 1.5074], [5.6107, -5.2051, 2.3934], [7.0482, -5.2887, 1.9127], [1.9583, -5.7658, -0.6375], [1.2069, -4.1872, -0.3897], [2.5473, -5.8694, 1.7893], [0.8147, -5.5809, 1.6083], [1.9097, -4.2479, 2.0287], [6.9006, -5.1888, -1.6271], [7.5307, -3.5741, -1.4162], [4.9653, -3.9905, -3.0226], [6.5675, -4.1123, -3.7623], [6.0257, -2.6046, -2.9978], [5.1928, -6.2091, 2.5091], [5.5730, -4.7165, 3.3663], [7.1257, -5.8529, 0.9783], [7.6703, -5.7909, 2.6549], [7.4529, -4.2945, 1.7254], [-0.8910, -0.8977, -3.8183], [0.4944, -0.9469, -4.3806], [1.2773, 0.1523, -3.4554], [1.6473, -0.2383, -2.1289], [2.7156, -1.3168, -2.1242], [0.2387, -0.0495, -5.7444], [-1.0925, 0.2046, -6.1925], [-1.6613, 1.4710, -5.5760], [1.9227, -1.4792, -5.0460], [1.8913, -2.7890, -5.6541], [0.9016, -2.8894, -6.8008], [0.7575, -0.5741, -1.5860], [2.0276, 0.6522, -1.6276], [2.3384, -2.2471, -2.5584], [3.0455, -1.5347, -1.1076], [3.5775, -1.0101, -2.7178], [-1.7349, -0.6553, -6.0009], [-1.0509, 0.3198, -7.2781], [-1.4575, 1.5386, -4.5067], [-2.7417, 1.5206, -5.7225], [-1.2031, 2.3506, -6.0301], [1.6551, -3.5306, -4.8857], [2.8985, -2.9954, -6.0145], [-0.1290, -2.7732, -6.4514], [0.9782, -3.8628, -7.2872], [1.0831, -2.1090, -7.5394], [-1.7006, 8.7265, 1.2432], [-1.2369, 7.3093, 1.3571], [-1.8329, 6.8738, 2.8192], [-3.2286, 6.5758, 2.9097], [-3.6073, 5.3165, 2.1500], [0.3387, 7.5957, 1.7605], [0.9000, 8.8949, 1.5705], [0.7071, 9.7754, 2.7931], [-0.8205, 5.7381, 1.0038], [-0.6206, 5.4319, -0.3947], [0.4896, 6.2487, -1.0301], [-3.8081, 7.4307, 2.5473], [-3.4536, 6.4459, 3.9687], [-3.4567, 5.4478, 1.0739], [-4.6507, 5.0689, 2.3116], [-2.9887, 4.4751, 2.4621], [0.4936, 9.3632, 0.6738], [1.9687, 8.7608, 1.3883], [-0.3033, 9.7067, 3.1977], [0.9092, 10.8204, 2.5522], [1.3781, 9.4618, 3.5938], [-1.5606, 5.5921, -0.9301], [-0.3815, 4.3708, -0.4559], [0.2359, 7.3129, -1.0615], [0.6663, 5.9202, -2.0551], [1.4151, 6.1530, -0.4628]], "atomic_forces_ev_per_a": [[-1.054, 0.713, 0.185], [1.379, -0.728, 0.473], [-0.347, 0.298, 0.246], [-0.119, 0.131, -0.605], [0.246, 0.094, -0.254], [0.073, 0.295, 0.472], [-0.539, 1.036, -0.275], [-0.474, -0.032, -0.499], [0.456, 0.053, 0.696], [-0.127, -0.272, -0.411], [-0.016, 0.062, 0.094], [0.463, 1.432, 0.019], [-0.430, -0.238, 0.140], [0.624, -0.395, -0.778], [-0.096, 0.059, 0.300], [0.050, -1.167, -0.539], [0.300, -0.454, -0.095], [-1.242, 0.068, 0.354], [-0.053, 0.292, -0.180], [-0.098, -0.281, 0.796], [0.474, -0.792, -0.015], [0.173, 0.096, -0.544], [-0.107, -0.165, 0.434], [0.319, -0.475, -0.192], [-0.212, -0.348, -0.387], [-0.347, 0.489, -0.133], [-0.211, -0.408, 0.309], [0.199, 0.079, 0.412], [0.478, -0.039, 0.144], [0.195, -0.414, 0.392], [-0.141, 0.012, -0.256], [0.119, 0.148, 0.263], [0.125, 0.174, -0.467], [-0.244, 0.165, -0.011], [-0.143, -2.866, 2.633], [0.006, 7.260, -3.765], [0.153, -0.691, 0.586], [-0.258, -0.084, 0.106], [0.071, -0.049, 0.085], [0.235, -0.516, 0.588], [-0.034, 0.066, -0.321], [-0.132, 0.175, -0.061], [-0.022, -3.355, -0.097], [0.329, -0.077, 0.272], [0.029, 0.065, -0.198], [0.013, 0.036, -0.037], [0.139, 0.087, -0.062], [-0.071, -0.037, 0.007], [-0.012, 0.034, -0.075], [-0.046, 0.001, -0.037], [-0.163, -0.025, -0.041], [-0.109, 0.097, 0.176], [0.096, -0.220, 0.115], [0.033, 0.054, 0.012], [0.077, 0.017, -0.026], [-0.017, 0.033, 0.115], [-0.163, 0.111, -0.099], [0.008, -0.020, 0.038], [-0.078, -0.009, 0.031], [-0.030, -0.006, 0.043], [0.732, -3.644, 0.582], [0.747, 7.632, -1.965], [0.003, -0.824, -0.066], [0.132, -0.167, 0.245], [-0.018, -0.045, -0.034], [0.078, -0.826, -0.048], [-0.209, 0.236, 0.059], [0.088, 0.201, 0.062], [-1.786, -2.434, 1.338], [0.043, -0.303, -0.292], [-0.129, 0.163, -0.016], [-0.012, 0.052, -0.002], [-0.095, 0.094, -0.160], [0.043, -0.041, 0.116], [-0.038, -0.019, -0.006], [-0.016, 0.026, 0.030], [0.023, 0.041, 0.167], [0.225, -0.010, 0.021], [-0.061, -0.266, -0.015], [0.022, 0.027, -0.053], [-0.044, 0.008, -0.073], [0.118, -0.041, -0.020], [0.044, 0.177, 0.122], [0.016, -0.040, -0.005], [0.050, -0.008, 0.067], [0.042, -0.023, 0.019], [-1.676, -1.411, -3.064], [4.145, 0.639, 6.715], [-0.204, -0.213, -0.785], [-0.168, -0.114, -0.065], [0.180, 0.360, -0.219], [-0.213, -0.261, -0.766], [0.026, 0.273, 0.187], [-0.004, -0.044, 0.224], [-1.949, 1.373, -2.296], [0.204, -0.141, -0.361], [0.067, 0.165, 0.118], [0.017, 0.016, 0.043], [0.154, 0.083, 0.014], [-0.054, -0.010, 0.015], [0.001, 0.124, 0.007], [0.020, 0.058, 0.044], [-0.149, 0.001, 0.089], [-0.034, -0.223, 0.046], [-0.059, 0.005, -0.264], [0.057, -0.023, 0.013], [0.073, 0.037, -0.021], [0.003, -0.120, -0.015], [-0.065, 0.007, 0.208], [-0.008, -0.025, -0.034], [-0.068, -0.048, 0.025], [-0.026, -0.045, -0.008]], "mulliken_charge": [-1.17, 0.50, -0.27, -1.31, 1.30, 0.12, -0.79, -0.21, -0.26, -0.09, -0.58, 0.92, -0.73, 0.14, -0.54, 0.94, -0.47, -0.70, 0.64, -0.51, -0.49, 0.34, 0.09, 0.40, -0.05, 0.07, 0.24, 0.66, 0.38, 0.18, 0.30, 0.33, 0.30, 0.29, -0.81, 1.00, -0.16, -0.34, -1.09, -0.38, -0.44, -1.00, -0.28, -0.33, -1.06, 0.28, 0.33, 0.33, 0.41, 0.24, 0.37, 0.42, 0.22, 0.37, 0.26, 0.30, 0.36, 0.30, 0.43, 0.24, -0.80, 1.18, -0.36, -0.64, -0.67, -0.38, -0.33, -1.10, -0.29, -0.21, -1.12, 0.36, 0.35, 0.03, 0.46, 0.29, 0.33, 0.40, 0.27, 0.34, 0.29, 0.25, 0.36, 0.30, 0.43, 0.26, -0.80, 1.09, -0.35, -0.61, -0.71, -0.38, -0.35, -1.12, -0.23, -0.30, -1.10, 0.29, 0.34, 0.24, 0.50, 0.18, 0.35, 0.40, 0.30, 0.34, 0.29, 0.29, 0.38, 0.30, 0.43, 0.25], "energy_ha": -4087.91795, "orbital_gap_ev": 8.02, "multiplicity": 1}

---

(2)
{"formula": "C28H59Cl12O3P", "method": "ωB97M-V/def2-TZVPD", "elements": ["C", "C", "C", "C", "P", "C", "C", "C", "C", "C", "C", "C", "C", "C", "C", "C", "C", "H", "H", "H", "H", "H", "H", "H", "H", "H", "H", "H", "H", "H", "H", "H", "H", "H", "H", "H", "H", "H", "H", "H", "H", "H", "H", "H", "H", "H", "H", "H", "H", "H", "H", "H", "H", "C", "C", "O", "H", "H", "H", "H", "H", "O", "C", "O", "C", "C", "C", "H", "H", "H", "H", "H", "H", "C", "Cl", "Cl", "H", "H", "C", "Cl", "Cl", "H", "H", "C", "Cl", "Cl", "H", "H", "C", "Cl", "Cl", "H", "H", "C", "Cl", "Cl", "H", "H", "C", "Cl", "Cl", "H", "H"], "positions_angstrom": [[-0.4032, -6.2708, 0.3857], [-1.6073, -5.4028, -0.0675], [-1.5338, -4.5997, -1.3339], [-0.7795, -3.2365, -1.1107], [-0.8428, -2.1517, -2.6454], [0.5178, -0.8821, -2.6537], [0.8887, -0.4235, -4.0753], [1.7905, 0.8353, -4.1443], [3.0376, 0.7155, -3.3514], [-0.6258, -3.1737, -4.0979], [0.6750, -3.9846, -4.1013], [0.7260, -4.8696, -5.4039], [0.7959, -4.0406, -6.7416], [-2.4461, -1.2664, -2.7707], [-3.7281, -2.1106, -2.6463], [-5.0294, -1.2422, -2.6083], [-5.0560, -0.0603, -3.6462], [0.3430, -5.4814, 0.4761], [-0.0931, -6.9428, -0.4145], [-0.5230, -6.7018, 1.3797], [-1.8000, -4.6380, 0.6848], [-2.4540, -6.0884, -0.0331], [-2.5382, -4.4778, -1.7396], [-1.0674, -5.2716, -2.0544], [0.2784, -3.3807, -0.8912], [-1.2013, -2.6512, -0.2936], [1.3918, -1.3391, -2.1896], [0.1088, -0.1327, -1.9761], [-0.0604, -0.2108, -4.5674], [1.2732, -1.2934, -4.6076], [1.1677, 1.5668, -3.6295], [1.9770, 1.0698, -5.1923], [3.6053, -0.1434, -3.7094], [2.8266, 0.5860, -2.2899], [3.6833, 1.5689, -3.5586], [-0.6874, -2.5068, -4.9578], [-1.5005, -3.8230, -4.1347], [0.8207, -4.5205, -3.1634], [1.4848, -3.2612, -4.0070], [-0.1667, -5.4943, -5.3748], [1.5724, -5.5360, -5.2374], [1.0528, -4.7669, -7.5127], [1.5910, -3.2979, -6.6751], [-0.0902, -3.4489, -6.9713], [-2.4007, -0.7261, -3.7163], [-2.3129, -0.5316, -1.9766], [-3.7470, -2.8196, -1.8187], [-3.8794, -2.7447, -3.5199], [-5.0689, -0.7522, -1.6355], [-5.9037, -1.8918, -2.6504], [-6.0733, 0.3310, -3.6565], [-4.7378, -0.4684, -4.6055], [-4.3839, 0.7679, -3.4217], [1.8316, 0.7817, 2.7492], [0.4589, 1.3510, 3.0471], [-0.5160, 1.0803, 2.0580], [2.4643, 0.7392, 3.6358], [2.3397, 1.3494, 1.9697], [1.7572, -0.2649, 2.4540], [0.6954, 2.4059, 3.1856], [0.0493, 0.9932, 3.9917], [4.0116, 7.1144, 3.0033], [3.4107, 7.7169, 2.1653], [4.0403, 8.7750, 1.5354], [3.1722, 9.5624, 0.7273], [1.7815, 8.9260, 0.9165], [1.9559, 7.6124, 1.7023], [3.5495, 9.4235, -0.2859], [3.1872, 10.6461, 0.8427], [1.2421, 8.7218, -0.0084], [1.2045, 9.5628, 1.5871], [1.8527, 6.8585, 0.9218], [1.2875, 7.4872, 2.5541], [5.9741, 2.7870, 6.6046], [7.1419, 3.8624, 7.4106], [6.3192, 1.1389, 6.8197], [5.0924, 2.9251, 7.2305], [5.7759, 3.0981, 5.5789], [-5.0551, -1.2215, 4.3905], [-5.1639, -2.8017, 3.6251], [-5.6766, -1.2950, 6.0481], [-3.9872, -1.0030, 4.3860], [-5.6184, -0.4592, 3.8521], [-3.6812, 4.4652, 5.8832], [-4.0371, 5.9047, 4.7796], [-5.0575, 4.3310, 7.0253], [-3.5789, 3.5239, 5.3432], [-2.7902, 4.6413, 6.4859], [-0.1411, -3.2374, 5.9358], [1.4334, -4.1307, 5.9709], [-1.3220, -3.7985, 7.1729], [0.1333, -2.2271, 6.2392], [-0.6380, -3.2619, 4.9660], [5.7810, -3.4089, 2.7935], [7.5174, -3.6800, 2.6958], [5.1300, -3.1947, 1.1471], [5.3643, -4.3147, 3.2339], [5.5154, -2.5682, 3.4345], [-2.6028, 4.8103, -1.3155], [-3.3552, 6.4808, -1.1459], [-2.1623, 4.6470, -3.0135], [-1.6732, 4.7088, -0.7554], [-3.2804, 4.0529, -0.9214]], "atomic_forces_ev_per_a": [[0.142, 2.348, -0.855], [-0.784, -0.817, 1.862], [0.608, -0.257, -0.505], [-0.446, -0.107, -1.638], [0.361, -0.047, 0.594], [-0.440, -0.934, 0.112], [-0.708, 0.034, 0.053], [-1.715, -0.835, 0.517], [1.090, -0.450, -0.280], [-0.181, -0.352, 0.342], [-0.239, 0.429, -0.670], [0.034, 1.310, 1.058], [0.606, -0.732, 1.360], [0.675, -0.663, 0.419], [-1.089, 0.368, -0.617], [1.235, 1.295, 0.493], [-0.098, -1.432, 0.489], [0.879, -0.482, 0.213], [-0.054, -0.323, 0.342], [-0.197, -0.250, -0.375], [-0.133, -0.335, 0.615], [-0.435, 0.326, -0.443], [-0.004, 0.398, 0.215], [0.517, 0.462, -0.476], [0.026, -0.093, 0.036], [-0.122, -0.026, 0.075], [-0.087, -0.007, 0.326], [0.379, 0.476, -0.029], [-0.041, 0.321, -0.350], [0.433, 0.140, -0.066], [0.015, 0.670, -0.594], [-0.137, 0.242, 0.111], [0.162, -0.249, 0.176], [0.251, 0.228, 0.000], [-0.050, 0.130, 0.488], [0.031, -0.002, -0.066], [-0.081, -0.167, -0.114], [-0.465, -0.639, -0.176], [0.372, -0.008, -0.683], [-0.058, -0.078, -0.183], [0.139, 0.016, -0.633], [-0.265, 0.390, -0.324], [0.292, -0.152, -0.009], [-0.261, -0.520, -0.036], [-0.100, 0.049, -0.063], [-0.491, 0.218, 0.197], [0.254, 0.393, 0.281], [0.515, -0.079, -0.333], [-0.090, -0.141, 0.271], [0.056, 0.069, -0.356], [0.110, 0.023, -0.407], [-0.404, 0.227, -0.358], [0.050, -0.162, 0.339], [0.219, -0.947, 0.246], [-1.573, -0.495, -1.794], [1.170, 0.394, 0.551], [0.254, 0.396, 0.280], [-0.021, -0.031, -0.102], [-0.141, -0.149, -0.385], [-0.400, 0.892, 0.144], [0.344, -0.259, 0.785], [-0.408, -0.327, -0.339], [0.361, 0.755, 0.345], [-0.041, 0.249, 0.717], [-0.364, -1.490, -1.367], [-0.736, 0.471, 0.981], [1.222, 0.690, -1.076], [-0.204, -0.090, -0.272], [0.250, -0.154, 1.008], [0.036, 0.452, 0.070], [-0.289, 0.343, -0.490], [0.086, -0.721, 0.726], [0.086, -0.198, -0.293], [-1.333, 1.589, 1.096], [0.357, 0.054, -0.366], [0.744, -1.730, -0.311], [-0.170, 0.294, -0.574], [0.388, -0.208, 0.136], [0.442, 0.174, 0.172], [-0.280, -0.252, -0.395], [0.118, 0.156, -0.049], [-0.273, 0.292, 0.267], [0.059, -0.350, -0.031], [-0.659, 0.763, 0.134], [0.654, -1.342, 0.694], [0.403, -0.201, -0.241], [-0.209, 0.441, -0.283], [-0.158, 0.322, -0.342], [0.275, 0.339, 0.839], [-0.968, 0.125, -0.206], [0.494, -0.047, -0.504], [-0.215, -0.145, -0.318], [0.420, -0.224, 0.139], [-0.282, -0.546, 0.037], [0.227, 0.230, 0.244], [-0.165, 0.074, 0.388], [-0.117, 0.144, -0.287], [0.302, 0.114, -0.391], [0.116, 0.965, 0.319], [0.510, -1.231, 0.375], [-0.151, -0.578, -0.133], [-0.207, 0.551, 0.092], [-0.226, 0.220, -0.588]], "mulliken_charge": [-1.12, -1.03, 0.02, -1.05, 0.32, -1.00, -0.67, -0.49, -1.23, -1.25, -0.72, -0.85, -1.08, -0.95, -0.65, -0.70, -1.18, 0.28, 0.29, 0.38, 0.36, 0.41, 0.29, 0.12, 0.68, 0.67, 0.61, 0.71, 0.34, 0.20, 0.28, 0.38, 0.30, 0.35, 0.37, 0.54, 0.77, 0.56, 0.36, 0.35, 0.42, 0.40, 0.28, 0.29, 0.59, 0.68, 0.23, 0.35, 0.35, 0.45, 0.38, 0.31, 0.29, -0.78, -0.22, -0.91, 0.28, 0.25, 0.16, 0.11, 0.14, -0.55, 0.47, -0.36, -0.37, -0.52, -0.27, 0.24, 0.28, 0.36, 0.23, 0.19, 0.29, -0.22, -0.17, -0.13, 0.23, 0.30, -0.18, -0.16, -0.15, 0.22, 0.28, -0.20, -0.16, -0.15, 0.26, 0.26, -0.17, -0.17, -0.16, 0.25, 0.24, -0.22, -0.16, -0.14, 0.23, 0.28, -0.21, -0.17, -0.16, 0.26, 0.28], "energy_ha": -7191.42462, "orbital_gap_ev": 4.72, "multiplicity": 1}